Entry 1:
{"formula": "C35H72Br4N10O22", "method": "wB97M-V/def2-TZVPD", "lumo_ev": -4.08, "orbital_gap_ev": 3.3, "homo_energy_ev": -7.42, "symbols": ["C", "C", "C", "C", "C", "C", "N", "O", "C", "C", "C", "H", "H", "H", "H", "H", "H", "H", "H", "H", "H", "H", "H", "H", "H", "H", "H", "H", "H", "C", "C", "N", "C", "C", "C", "C", "C", "O", "C", "H", "H", "H", "H", "H", "H", "H", "H", "H", "H", "H", "H", "H", "H", "H", "H", "H", "H", "H", "H", "C", "C", "C", "O", "C", "C", "C", "O", "O", "O", "H", "H", "C", "N", "O", "O", "H", "H", "H", "C", "N", "O", "O", "H", "H", "H", "C", "N", "O", "O", "H", "H", "H", "C", "N", "O", "O", "H", "H", "H", "C", "N", "O", "O", "H", "H", "H", "C", "N", "O", "O", "H", "H", "H", "C", "N", "O", "O", "H", "H", "H", "C", "N", "O", "O", "H", "H", "H", "Br", "C", "C", "Br", "H", "H", "H", "H", "Br", "C", "C", "Br", "H", "H", "H", "H"], "xyz": [[5.034, 5.811, 1.428], [3.839, 4.802, 1.166], [2.418, 5.495, 0.983], [2.174, 6.192, -0.405], [2.319, 5.157, -1.504], [3.672, 4.356, -1.534], [4.064, 3.930, -0.072], [4.949, 2.903, -0.019], [4.811, 5.243, -2.135], [3.515, 3.045, -2.429], [3.636, 3.938, 2.447], [5.963, 5.278, 1.632], [4.846, 6.492, 2.258], [5.166, 6.550, 0.637], [2.257, 6.242, 1.760], [1.649, 4.745, 1.167], [2.825, 7.063, -0.478], [1.178, 6.633, -0.459], [2.146, 5.690, -2.438], [1.501, 4.437, -1.497], [4.572, 5.573, -3.146], [5.797, 4.795, -2.011], [4.935, 6.162, -1.562], [3.248, 3.334, -3.445], [2.594, 2.524, -2.167], [4.337, 2.329, -2.432], [2.896, 3.140, 2.384], [3.421, 4.528, 3.337], [4.483, 3.403, 2.876], [-4.562, -2.988, -5.253], [-4.802, -3.529, -3.817], [-4.007, -2.964, -2.603], [-2.519, -3.419, -2.823], [-4.004, -1.373, -2.601], [-5.476, -0.861, -2.446], [-4.597, -3.541, -1.268], [-4.354, -5.016, -0.891], [-5.052, -5.721, -1.906], [-4.623, -7.097, -2.040], [-3.537, -3.126, -5.597], [-4.870, -1.952, -5.392], [-5.081, -3.622, -5.972], [-4.663, -4.609, -3.842], [-5.849, -3.392, -3.547], [-2.125, -2.854, -3.667], [-2.517, -4.476, -3.089], [-1.931, -3.259, -1.919], [-3.623, -1.242, -3.614], [-3.357, -0.910, -1.856], [-5.989, -1.264, -1.573], [-6.082, -1.134, -3.310], [-5.492, 0.228, -2.494], [-5.669, -3.348, -1.217], [-4.042, -2.928, -0.559], [-4.760, -5.277, 0.087], [-3.281, -5.177, -0.791], [-3.586, -7.050, -2.374], [-5.211, -7.549, -2.838], [-4.914, -7.696, -1.178], [0.996, 0.323, -0.951], [1.534, 0.919, 0.300], [0.833, 0.319, 1.640], [1.063, 0.824, 2.731], [-0.199, -0.611, 1.506], [-0.539, -1.130, 0.289], [0.070, -0.647, -1.006], [-0.169, -1.122, -2.207], [-1.485, -2.015, 0.363], [2.305, 1.869, 0.337], [1.441, 0.542, -1.910], [-0.551, -1.010, 2.446], [-1.637, 2.396, -0.570], [-2.770, 2.548, -1.503], [-3.819, 2.854, -0.994], [-2.653, 2.262, -2.680], [-0.915, 3.187, -0.771], [-1.155, 1.462, -0.858], [-2.059, 2.394, 0.436], [-0.603, 0.392, 5.197], [-1.296, 0.130, 6.508], [-1.284, -1.038, 6.954], [-1.765, 1.126, 7.009], [-1.213, 0.875, 4.433], [-0.333, -0.609, 4.860], [0.295, 0.951, 5.459], [-3.776, -0.297, 2.789], [-4.539, -1.118, 1.806], [-4.676, -2.321, 1.946], [-5.134, -0.486, 0.957], [-3.194, 0.456, 2.257], [-3.085, -1.017, 3.226], [-4.523, 0.076, 3.490], [4.368, -0.351, 1.982], [5.061, -0.651, 3.259], [6.262, -0.437, 3.291], [4.359, -1.130, 4.183], [3.550, -1.051, 1.812], [5.086, -0.440, 1.167], [3.921, 0.629, 2.152], [2.298, -1.216, -4.603], [3.691, -1.584, -4.173], [4.206, -2.439, -4.843], [4.231, -1.016, -3.274], [2.087, -0.269, -4.107], [1.754, -2.038, -4.136], [2.224, -1.068, -5.680], [-1.054, 0.466, -4.982], [-1.062, -0.370, -6.318], [-0.096, -0.341, -7.013], [-2.016, -1.111, -6.588], [-1.801, 0.149, -4.254], [-1.258, 1.477, -5.333], [-0.046, 0.393, -4.575], [-0.158, 3.385, 3.408], [-0.067, 4.874, 3.140], [-0.586, 5.266, 2.060], [0.515, 5.541, 3.981], [-0.924, 3.275, 4.175], [0.827, 3.172, 3.824], [-0.376, 2.821, 2.501], [-2.420, -5.032, 2.192], [-1.821, -6.395, 1.913], [-1.116, -6.882, 2.843], [-1.902, -6.850, 0.763], [-3.012, -4.821, 1.301], [-1.683, -4.238, 2.312], [-3.111, -5.086, 3.033], [3.768, -4.345, 0.356], [2.421, -3.361, -0.727], [1.193, -4.213, -0.864], [1.494, -5.945, -1.809], [2.809, -3.148, -1.723], [2.172, -2.434, -0.211], [0.490, -3.701, -1.522], [0.763, -4.541, 0.083], [4.418, 3.209, 5.815], [3.448, 1.421, 5.957], [2.992, 1.122, 7.438], [2.054, -0.650, 7.412], [4.259, 0.721, 5.755], [2.723, 1.238, 5.164], [2.387, 1.893, 7.916], [3.839, 0.979, 8.108]], "mulliken_charge": [-1.703, 1.360, -0.307, -0.974, -0.765, 1.335, 1.174, -0.356, -1.649, -1.486, -1.595, 0.419, 0.396, 0.379, 0.667, -0.514, 0.415, 0.478, 0.452, -0.006, 0.408, 0.390, 0.366, 0.483, -0.069, 0.534, -0.174, 0.577, 0.603, -1.428, -0.334, 1.076, -0.891, 0.589, -1.604, 0.045, -1.259, -0.437, -0.822, 0.322, 0.239, 0.478, 0.319, 0.488, 0.377, 0.319, 0.073, -0.068, -0.010, 0.274, 0.340, 0.468, 0.421, -0.011, 0.719, 0.296, 0.339, 0.261, 0.337, -0.291, 0.575, 0.404, -0.684, -0.661, 0.969, -0.053, -0.785, -0.773, -0.108, -0.631, 0.289, -0.319, 1.128, -0.612, -0.584, 0.318, -0.091, 0.159, -0.213, 0.978, -0.538, -0.601, -0.071, 0.375, -0.028, -0.641, 1.088, -0.590, -0.583, 0.037, 0.271, 0.426, 0.007, 0.996, -0.590, -0.538, 0.022, 0.310, -0.201, -0.286, 1.004, -0.600, -0.543, -0.128, 0.263, 0.291, 0.069, 0.956, -0.575, -0.571, -0.172, 0.391, -0.092, -0.309, 0.991, -0.560, -0.568, 0.428, 0.109, -0.081, -0.048, 0.906, -0.561, -0.506, -0.367, 0.150, 0.389, -0.153, 0.303, -0.309, -0.155, 0.329, -0.255, -0.267, 0.506, -0.180, -0.139, -0.632, -0.153, 0.411, -0.086, 0.416, 0.464]}


Entry 2:
{"formula": "C19H46F6N5O11S2", "method": "wB97M-V/def2-TZVPD", "total_charge": 3, "lumo_ev": -5.65, "orbital_gap_ev": 10.5, "homo_energy_ev": -16.12, "symbols": ["C", "N", "C", "C", "C", "C", "O", "H", "H", "H", "H", "H", "H", "H", "H", "H", "H", "H", "H", "H", "H", "C", "C", "O", "N", "H", "H", "C", "H", "H", "H", "H", "H", "H", "C", "C", "O", "N", "H", "H", "C", "H", "H", "H", "H", "H", "H", "C", "C", "O", "N", "H", "H", "C", "H", "H", "H", "H", "H", "H", "C", "C", "O", "N", "H", "H", "C", "H", "H", "H", "H", "H", "H", "C", "F", "F", "F", "S", "O", "O", "O", "C", "F", "F", "F", "S", "O", "O", "O"], "xyz": [[2.216, -2.975, 6.913], [2.867, -1.621, 6.837], [3.973, -1.659, 7.889], [3.449, -1.346, 5.422], [1.890, -0.534, 7.175], [1.001, -0.750, 8.392], [-0.042, -1.639, 8.107], [2.996, -3.696, 6.848], [1.368, -3.013, 6.226], [1.826, -3.143, 7.910], [3.417, -1.834, 8.851], [4.437, -0.709, 7.841], [4.720, -2.372, 7.643], [4.053, -0.431, 5.409], [2.603, -1.368, 4.744], [4.117, -2.190, 5.240], [1.244, -0.273, 6.315], [2.504, 0.354, 7.386], [0.790, 0.280, 8.673], [1.620, -1.089, 9.265], [-0.646, -1.655, 8.839], [-3.283, -3.934, 2.367], [-3.624, -4.911, 1.235], [-3.537, -6.048, 1.230], [-4.270, -4.190, 0.044], [-3.896, -3.228, 0.027], [-3.942, -4.760, -0.729], [-5.752, -4.215, 0.309], [-3.360, -2.871, 2.127], [-2.303, -4.112, 2.723], [-3.954, -4.232, 3.162], [-6.254, -5.093, -0.104], [-6.225, -3.295, -0.094], [-5.845, -4.156, 1.363], [1.270, -2.622, -5.583], [1.513, -2.880, -4.091], [1.773, -3.870, -3.478], [1.203, -1.657, -3.132], [0.851, -0.742, -3.564], [0.412, -2.004, -2.554], [2.397, -1.290, -2.324], [1.706, -3.493, -6.095], [1.657, -1.649, -5.957], [0.194, -2.671, -5.720], [2.781, -2.151, -1.781], [2.089, -0.403, -1.696], [3.068, -0.896, -3.062], [-4.744, 3.057, -4.510], [-4.736, 2.989, -3.009], [-5.602, 3.418, -2.258], [-3.451, 2.555, -2.419], [-3.451, 1.525, -2.550], [-2.691, 2.933, -2.971], [-3.175, 2.955, -0.995], [-4.912, 2.062, -5.006], [-3.735, 3.360, -4.775], [-5.540, 3.666, -4.863], [-4.050, 3.449, -0.633], [-2.296, 3.635, -0.995], [-3.036, 2.034, -0.475], [4.595, 3.773, -4.190], [4.679, 4.862, -3.222], [5.378, 4.977, -2.247], [3.680, 5.960, -3.455], [3.767, 6.155, -4.480], [2.805, 5.513, -3.287], [3.860, 7.172, -2.520], [5.576, 3.871, -4.782], [3.834, 3.951, -4.935], [4.449, 2.852, -3.652], [4.101, 6.826, -1.510], [3.039, 7.907, -2.563], [4.764, 7.731, -2.796], [-3.363, -2.653, -3.267], [-3.054, -3.892, -2.770], [-2.624, -2.477, -4.332], [-4.657, -2.651, -3.526], [-2.831, -1.379, -2.059], [-3.135, -0.088, -2.613], [-3.506, -1.762, -0.822], [-1.419, -1.733, -2.011], [0.974, 2.427, -1.160], [2.242, 2.397, -0.894], [0.413, 1.289, -0.696], [0.448, 3.394, -0.476], [0.617, 2.674, -2.940], [1.465, 3.827, -3.342], [1.037, 1.406, -3.499], [-0.790, 3.071, -3.046]], "mulliken_charge": [-0.975, -0.101, -0.893, -0.854, -0.499, -0.542, -0.490, 0.408, 0.404, 0.435, 0.373, 0.404, 0.389, 0.352, 0.378, 0.390, 0.398, 0.401, 0.421, 0.279, 0.322, -1.063, 0.551, -0.370, 0.298, 0.174, 0.305, -0.784, 0.335, 0.372, 0.349, 0.348, 0.326, 0.356, -0.967, 0.709, -0.438, 0.205, 0.365, 0.357, -0.829, 0.354, 0.345, 0.262, 0.398, 0.150, 0.424, -1.093, 0.862, -0.497, 0.404, 0.360, 0.397, -0.780, 0.305, 0.321, 0.367, 0.330, 0.286, 0.280, -0.875, 0.635, -0.451, -0.026, 0.438, 0.282, -0.789, 0.369, 0.282, 0.236, 0.342, 0.342, 0.363, 0.502, -0.248, -0.194, -0.212, 1.186, -0.889, -0.966, -0.950, 0.571, -0.210, -0.210, -0.230, 0.966, -0.799, -0.703, -0.834]}


Entry 3:
{"formula": "C3H6O2S3", "method": "wB97M-V/def2-TZVPD", "lumo_ev": 0.43, "orbital_gap_ev": 9.2, "e_above_lowest_kcal_mol": 64.49, "homo_energy_ev": -8.75, "symbols": ["C", "C", "C", "O", "O", "S", "S", "S", "H", "H", "H", "H", "H", "H"], "xyz": [[-0.095, -0.591, -0.060], [1.152, 0.154, -0.351], [-1.889, 0.103, 0.510], [0.279, -0.222, -1.341], [-2.494, 0.174, -0.694], [-0.139, -2.378, 0.407], [1.210, 1.950, 0.010], [2.694, -0.776, -0.234], [-1.729, 0.929, 1.233], [-2.275, -0.663, 1.227], [-1.882, 0.819, -1.162], [-0.063, -2.111, 1.716], [1.634, 2.463, -1.203], [3.597, 0.150, -0.058]], "nbo_charge": [0.058, -0.087, -0.002, -0.503, -0.672, -0.021, -0.035, 0.015, 0.169, 0.180, 0.487, 0.131, 0.149, 0.132]}


Entry 4:
{"formula": "C6H4N5O5Rh", "method": "wB97M-V/def2-TZVPD", "total_charge": 2, "multiplicity": 5, "lumo_ev": [-8.08, -11.60], "s_squared": 6.0272, "orbital_gap_ev": [7.5, 6.5], "e_above_lowest_kcal_mol": 0.00, "homo_energy_ev": [-15.58, -18.10], "symbols": ["O", "C", "Rh", "C", "O", "C", "O", "C", "O", "C", "O", "H", "N", "N", "N", "C", "N", "N", "H", "H", "H"], "xyz": [[5.061, -0.922, -0.943], [4.082, -0.391, -0.699], [1.932, -0.144, 0.201], [0.173, 0.186, 1.106], [0.015, 0.148, 2.301], [1.698, 1.588, -0.972], [0.877, 2.483, -1.084], [0.889, -1.232, -0.992], [0.391, -1.877, -1.821], [2.910, 0.806, 1.529], [3.383, 1.489, 2.330], [2.420, 1.859, -1.863], [-3.568, -1.884, 0.072], [-2.754, -0.804, -0.057], [-3.194, 0.434, 0.275], [-2.074, 1.096, 0.386], [-0.942, 0.272, 0.159], [-1.463, -0.982, -0.002], [-3.241, -2.655, -0.497], [-4.536, -1.617, -0.022], [-2.057, 2.146, 0.595]], "lowdin_spin": [0.004, 0.013, 0.707, 0.059, 0.062, 0.261, 0.606, 0.068, 0.035, 0.067, 0.033, 0.134, 0.502, 0.426, -0.040, 0.163, 0.256, 0.605, 0.019, 0.015, 0.006]}


Entry 5:
{"formula": "C6H10", "method": "wB97M-V/def2-TZVPD", "lumo_ev": 0.96, "orbital_gap_ev": 9.6, "e_above_lowest_kcal_mol": 44.74, "homo_energy_ev": -8.66, "symbols": ["C", "C", "C", "C", "C", "C", "H", "H", "H", "H", "H", "H", "H", "H", "H", "H"], "xyz": [[-3.343, -0.094, -0.080], [-2.071, 0.352, 0.072], [-0.826, -0.392, 0.026], [0.359, 0.098, 0.419], [1.645, -0.563, 0.292], [2.635, 0.341, -0.341], [-3.763, -1.101, -0.369], [-4.200, 0.682, -0.038], [-1.828, 1.548, 0.093], [-0.960, -1.362, -0.534], [0.379, 1.022, 1.074], [1.482, -1.488, -0.349], [2.064, -0.930, 1.261], [2.041, 0.654, -1.285], [3.592, -0.097, -0.498], [2.793, 1.332, 0.258]], "nbo_charge": [-0.408, -0.210, -0.247, -0.146, -0.447, -0.592, 0.209, 0.202, 0.204, 0.204, 0.197, 0.203, 0.210, 0.207, 0.215, 0.199]}


Entry 6:
{"formula": "C13H27N5O3", "method": "wB97M-V/def2-TZVPD", "lumo_ev": 0.36, "orbital_gap_ev": 9.1, "e_above_lowest_kcal_mol": 0.00, "homo_energy_ev": -8.74, "symbols": ["C", "N", "C", "C", "O", "H", "H", "H", "H", "H", "H", "H", "C", "N", "C", "C", "O", "H", "H", "H", "H", "H", "H", "H", "C", "N", "C", "C", "O", "H", "H", "H", "H", "H", "H", "H", "C", "C", "N", "H", "H", "H", "C", "C", "N", "H", "H", "H"], "xyz": [[-3.839, -4.086, -1.390], [-4.504, -2.796, -1.444], [-4.838, -2.032, -0.289], [-4.976, -2.427, -2.690], [-5.649, -1.449, -2.960], [-4.464, -4.902, -1.032], [-2.920, -4.107, -0.756], [-3.494, -4.413, -2.368], [-5.420, -2.523, 0.492], [-3.999, -1.532, 0.246], [-5.436, -1.209, -0.637], [-4.717, -3.158, -3.490], [3.619, -1.488, 1.328], [3.421, -2.128, 2.629], [4.549, -2.712, 3.314], [2.159, -2.079, 3.181], [1.888, -2.574, 4.251], [2.642, -1.238, 0.886], [4.171, -2.205, 0.716], [4.239, -0.605, 1.422], [4.309, -3.230, 4.224], [5.088, -3.436, 2.698], [5.319, -2.044, 3.750], [1.400, -1.651, 2.486], [2.304, 4.155, 1.591], [1.885, 2.796, 1.282], [2.006, 2.319, -0.128], [1.202, 2.087, 2.201], [0.714, 0.986, 2.022], [1.645, 4.822, 1.055], [3.376, 4.320, 1.344], [2.189, 4.350, 2.653], [2.948, 2.800, -0.430], [2.079, 1.236, -0.060], [1.104, 2.568, -0.674], [1.160, 2.560, 3.187], [-1.137, 0.283, -0.397], [-0.434, -1.021, -0.506], [0.034, -2.040, -0.641], [-1.029, 0.835, -1.332], [-0.701, 0.853, 0.426], [-2.207, 0.133, -0.271], [-1.058, 4.633, -4.684], [-0.838, 3.715, -3.579], [-0.556, 3.011, -2.695], [-0.610, 4.210, -5.596], [-0.507, 5.580, -4.531], [-2.116, 4.834, -4.800]], "nbo_charge": [-0.413, -0.443, -0.424, 0.538, -0.615, 0.188, 0.216, 0.212, 0.199, 0.193, 0.239, 0.110, -0.401, -0.445, -0.430, 0.535, -0.621, 0.226, 0.193, 0.181, 0.241, 0.194, 0.189, 0.136, -0.405, -0.421, -0.426, 0.533, -0.652, 0.195, 0.200, 0.212, 0.204, 0.229, 0.226, 0.114, -0.741, 0.313, -0.375, 0.266, 0.282, 0.244, -0.728, 0.317, -0.367, 0.261, 0.259, 0.260]}